56
Properties=species:S:1:pos:R:3:forces:R:3 method="wB97M-V/def2-TZVPD" spin_multiplicity=3 homo_ev="-7.591 / -8.232" total_energy_ev=-99052.955 lumo_energy_ev="-0.4 / -0.8" homo_lumo_gap_ev="7.18 / 7.39"
W 0.3735 -1.3888 -0.7827 -0.42 -0.83 0.51
S 0.5365 -1.6693 1.6384 0.00 0.00 -0.42
C 0.0117 -3.3221 1.8621 -0.06 -0.12 -0.12
C 0.1404 -3.8969 3.1247 -0.04 -0.12 -0.05
C -0.2326 -5.2128 3.3519 -0.20 0.20 -0.92
C -0.0870 -5.7809 4.6372 0.07 -0.12 0.51
N 0.0287 -6.2267 5.6866 0.05 -0.15 0.35
C -0.7611 -5.9884 2.2988 0.29 1.01 -0.12
C -0.8992 -5.4141 1.0413 0.07 -0.03 0.28
C -0.5175 -4.0997 0.8176 -0.03 0.16 0.34
S -0.6959 -3.4780 -0.8066 0.13 0.25 -0.20
C -1.1520 -7.3273 2.5108 -0.17 -0.51 0.07
N -1.4848 -8.4131 2.6675 -0.10 -0.35 0.04
H 0.5513 -3.3059 3.9293 0.02 -0.01 0.10
H -1.2913 -5.9895 0.2167 -0.06 -0.13 -0.01
C 0.7853 1.2066 -4.2491 0.71 0.20 -0.23
N -0.5096 0.7121 -3.8678 -0.57 -0.76 0.57
C -1.6978 1.3926 -3.8615 -0.57 0.10 0.01
C -2.6669 0.5378 -3.4547 0.00 0.22 -0.15
N -2.0610 -0.6712 -3.2124 0.60 0.39 -0.40
C -0.7285 -0.5448 -3.4368 -0.52 -0.17 -0.75
S 0.4277 -1.7759 -3.3553 0.20 -0.20 0.70
H 0.7789 2.2920 -4.2043 -0.06 -0.08 -0.08
H 1.0356 0.8567 -5.2511 -0.02 0.03 0.01
H 1.5417 0.8402 -3.5506 -0.16 0.02 -0.12
H -1.7523 2.4253 -4.1350 -0.02 0.19 0.01
H -3.7153 0.6844 -3.3072 -0.19 0.10 0.01
H -2.4974 -1.5342 -2.9196 0.16 0.14 0.02
F 3.0299 -0.9928 -1.9693 0.48 0.39 -0.20
C 2.4797 -1.4026 -0.7998 1.18 0.24 -0.03
F 2.3866 -2.8062 -0.9220 -0.27 -0.19 0.11
H 3.2233 -1.2148 -0.0044 -0.58 0.10 -0.19
N 1.6523 5.5309 3.8370 0.04 0.12 0.22
C 1.4820 4.7955 2.7012 0.00 -0.12 -0.38
C 0.6016 5.2301 1.7013 0.06 -0.01 0.06
C 0.4947 4.5346 0.5161 -0.02 0.02 0.02
C 1.2540 3.3933 0.3220 -0.19 -0.25 -0.73
C 2.1179 2.9341 1.3005 0.08 0.00 0.19
C 2.2311 3.6284 2.4863 -0.05 -0.01 -0.09
S 1.1437 2.5225 -1.2160 -0.02 -0.78 -0.10
O 2.4437 2.2853 -1.7580 0.26 -0.07 0.32
O 0.1722 3.1753 -2.0656 0.09 0.46 0.38
N 0.4963 1.0294 -0.8408 0.96 0.12 -0.18
C -0.7967 1.0237 -0.5799 -0.89 0.39 0.06
S -1.8903 2.3397 -0.3452 -0.65 -0.51 0.21
C -3.1452 1.1691 -0.0164 0.37 0.03 -0.08
C -2.6830 -0.0920 -0.1347 -0.38 -0.02 0.22
N -1.3611 -0.1776 -0.4735 0.73 0.72 -0.06
H 0.9844 6.2501 4.0482 0.02 -0.03 0.08
H 2.1405 5.1210 4.6130 -0.07 0.04 0.02
H 0.0190 6.1261 1.8631 -0.04 0.07 -0.02
H -0.1647 4.8611 -0.2732 -0.07 0.11 -0.02
H 2.6952 2.0407 1.1152 0.11 -0.08 0.09
H 2.9089 3.2888 3.2553 0.08 -0.07 0.05
H -4.1317 1.4984 0.2299 -0.29 -0.02 0.08
H -3.2437 -0.9975 0.0231 -0.08 -0.08 0.01

=====

69
Properties=species:S:1:pos:R:3:forces:R:3 method="wB97M-V/def2-TZVPD" spin_multiplicity=2 homo_ev="-8.128 / -8.185" total_energy_ev=-99528.061 lumo_energy_ev="-0.9 / -3.2" homo_lumo_gap_ev="7.23 / 5.02"
Ir 0.4422 -0.9352 1.3515 0.53 -0.16 0.28
S 2.4930 -1.1864 2.6435 -0.16 0.03 -0.06
C 2.0440 -0.4244 4.0860 0.02 0.05 0.03
C 2.8712 -0.5282 5.2306 0.00 0.00 -0.02
C 2.5587 0.1288 6.3890 -0.01 0.01 0.00
C 3.4164 0.0069 7.5339 0.00 -0.01 0.00
N 4.1137 -0.0980 8.4403 0.00 0.01 0.00
C 1.3824 0.9309 6.4521 0.00 0.00 0.01
C 0.5620 1.0401 5.3603 0.00 0.00 -0.01
C 0.8714 0.3683 4.1606 0.05 0.03 0.01
S -0.1677 0.6065 2.8192 -0.16 0.14 0.06
C 1.0466 1.6315 7.6596 0.01 0.01 0.00
N 0.7698 2.2077 8.6137 -0.01 -0.01 0.00
H 3.7600 -1.1419 5.1776 0.00 0.00 0.01
H -0.3342 1.6432 5.4199 0.00 0.00 0.00
O 1.4439 0.5372 0.3004 -0.10 0.05 0.01
S 1.3542 1.6226 -0.7725 0.05 -0.16 0.16
C -0.2513 1.5891 -1.5802 -0.11 0.00 0.08
C -0.3154 2.6674 -2.6265 -0.04 0.01 0.03
C -0.1560 4.0085 -2.2869 0.03 0.00 -0.01
C -0.2432 4.9911 -3.2610 0.01 0.00 -0.01
C -0.4976 4.6426 -4.5804 0.00 0.01 0.01
C -0.6658 3.3092 -4.9231 0.01 -0.02 0.00
C -0.5725 2.3249 -3.9498 0.01 0.02 -0.01
C 2.4035 0.9460 -2.0801 0.03 0.09 -0.15
C 2.0984 -0.4819 -2.4053 0.08 -0.03 -0.05
C 2.5278 -1.4941 -1.5487 0.16 -0.05 -0.08
C 2.2491 -2.8207 -1.8379 0.27 -0.03 -0.11
C 1.5437 -3.1469 -2.9885 0.11 0.00 -0.11
C 1.1230 -2.1444 -3.8507 0.25 0.00 -0.02
C 1.3975 -0.8161 -3.5591 0.06 -0.03 0.00
H -0.9566 1.7632 -0.7662 -0.06 0.00 0.01
H -0.4288 0.5961 -1.9860 -0.02 -0.04 -0.02
H 0.0303 4.2857 -1.2557 -0.01 0.01 0.00
H -0.1195 6.0308 -2.9887 0.00 0.00 0.00
H -0.5746 5.4111 -5.3380 0.01 0.00 0.00
H -0.8752 3.0340 -5.9485 -0.01 0.00 0.00
H -0.7229 1.2838 -4.2091 -0.03 0.01 0.00
H 3.4136 1.0713 -1.6881 -0.01 -0.01 0.00
H 2.2756 1.6275 -2.9244 0.02 -0.07 -0.04
H 3.0857 -1.2402 -0.6553 0.02 -0.01 -0.02
H 2.5759 -3.5979 -1.1600 -0.01 0.01 -0.03
H 1.3281 -4.1827 -3.2149 -0.01 -0.01 0.01
H 0.5824 -2.3965 -4.7539 0.01 0.00 -0.01
H 1.0795 -0.0341 -4.2383 0.02 -0.01 0.00
F -0.2577 -2.4558 2.5686 -0.34 0.01 -0.21
P 0.0484 -4.1002 1.9376 0.12 0.05 -0.01
F 1.2946 -4.1334 2.9235 0.01 0.01 0.00
F 1.0233 -3.2908 0.8356 -0.13 -0.03 -0.05
F -1.1748 -3.8537 0.9616 -0.03 -0.02 -0.01
F -0.9075 -4.6445 3.0650 0.02 -0.01 0.01
F 0.3969 -5.4931 1.2983 0.02 -0.03 0.02
C -4.8988 1.0078 -0.1711 0.01 -0.01 0.02
C -4.1940 0.9569 1.0495 -0.02 0.01 -0.01
C -3.0006 0.2980 1.1335 0.02 0.00 0.00
C -2.4199 -0.3455 0.0102 -0.02 -0.02 0.03
C -1.1422 -0.9913 0.0434 -0.04 0.03 -0.09
C -0.7609 -1.7110 -1.0675 0.04 -0.05 0.09
C -1.5275 -1.7543 -2.2508 -0.21 -0.05 0.02
C -2.6912 -1.0492 -2.3312 0.01 0.01 0.04
C -3.1684 -0.3414 -1.1999 0.01 0.03 -0.01
C -4.3992 0.3601 -1.2618 0.01 -0.01 -0.01
H -5.8420 1.5349 -0.2307 0.00 0.00 0.00
H -4.6103 1.4280 1.9308 0.00 0.00 0.00
H -2.5085 0.2292 2.0901 0.05 0.00 0.02
H 0.1743 -2.2674 -1.0638 -0.36 0.17 0.04
H -1.1692 -2.3325 -3.0941 -0.17 0.04 0.15
H -3.2827 -1.0451 -3.2390 -0.01 0.00 -0.01
H -4.9443 0.3578 -2.1986 0.00 0.01 0.00

=====

16
Properties=species:S:1:pos:R:3:forces:R:3 method="wB97M-V/def2-TZVPD" spin_multiplicity=1 homo_ev=-8.638 total_energy_ev=-25976.873 lumo_energy_ev=-2.5 homo_lumo_gap_ev=6.17
C 0.3559 0.6660 -1.2615 -0.83 -0.15 -0.91
C 1.1599 1.9422 -1.4959 0.35 -0.93 1.21
C 0.8946 -0.5591 -0.5579 1.79 0.58 0.75
S 1.3128 -0.3009 1.1499 -0.21 -0.41 0.14
S -1.9758 -0.8391 -0.0947 0.02 -0.71 1.05
C -1.3256 -0.5462 1.5089 -2.17 1.08 -1.57
H -0.5058 0.8551 -0.6539 -0.34 0.97 0.13
H -0.1105 0.3803 -2.2083 0.12 -0.32 -0.08
H 1.7479 2.0932 -0.5885 0.06 0.50 0.02
H 1.8634 1.9018 -2.3209 -0.10 -0.06 -0.25
H 0.4385 2.7444 -1.6062 0.21 0.26 -0.17
H 0.1964 -1.4328 -0.4940 -0.38 0.22 -0.57
H 1.8614 -0.9239 -0.9210 -0.30 -0.45 -0.51
H -1.0970 0.5001 1.6964 -0.24 -0.18 0.23
H -1.9717 -1.0055 2.2556 0.53 -0.21 0.32
H -0.3341 -1.1169 1.5072 1.48 -0.18 0.23